1.
C4H8O2 | ωB97M-V with the def2-TZVPD basis set

The calculation puts the energy above the lowest of the compared OMol25 structures with the same formula, charge and spin at 485.9 kJ/mol. The calculation puts the HOMO-LUMO gap at 0.361 Eh. As for the HOMO energy: -8.93 eV.

ORCA input file:
```
! RIJCOSX wB97M-V def2-TZVPD def2/J DEFGRID3
* xyz 0 1
C 1.1334 0.0843 -0.3656
C -0.0101 -0.5325 0.3244
O -0.0355 -0.7635 1.6805
C -0.8200 -1.2949 -0.7335
O -1.3176 -0.0661 -1.2897
C -0.3809 0.6561 -0.5016
H 0.9214 2.0656 0.9493
H 1.6477 -0.3687 -1.2033
H 1.8434 0.5255 0.3467
H -0.8892 -0.4270 1.9852
H -1.5593 -2.0000 -0.3507
H -0.2061 -1.7480 -1.5157
H 0.2270 2.1523 1.1970
H -0.5543 1.7169 -0.5230
*
```

=====

2.
C4H8O2 | ωB97M-V with the def2-TZVPD basis set

The calculation puts the energy above the lowest of the compared OMol25 structures with the same formula, charge and spin at 523.0 kJ/mol. The calculation puts the HOMO-LUMO gap at 0.370 Eh. As for the HOMO energy: -9.59 eV.

ORCA input file:
```
! RIJCOSX wB97M-V def2-TZVPD def2/J DEFGRID3
* xyz 0 1
O 1.6068 1.2512 -1.5407
C 1.4730 -0.7867 0.3513
C 0.3368 -1.4512 0.4763
C -0.8731 0.8527 -0.2386
C -2.1958 0.3332 0.1776
O -1.3837 1.3321 0.8498
H 1.9554 1.8972 -0.9149
H 1.9186 -0.6994 -0.6217
H 1.9742 -0.3739 1.2203
H -0.0899 -1.9778 -0.3683
H -0.0232 -1.6629 1.4678
H 0.6672 1.1576 -1.2668
H -2.2862 -0.6012 0.7161
H -3.0800 0.7292 -0.3081
*
```

=====

3.
C4H8O2 | ωB97M-V with the def2-TZVPD basis set

The calculation puts the energy above the lowest of the compared OMol25 structures with the same formula, charge and spin at 242.6 kJ/mol. The calculation puts the HOMO-LUMO gap at 0.394 Eh. As for the HOMO energy: -9.88 eV.

ORCA input file:
```
! RIJCOSX wB97M-V def2-TZVPD def2/J DEFGRID3
* xyz 0 1
O -0.0220 2.0057 0.3547
C 0.4902 0.8575 -0.2464
C 1.1086 -0.2083 0.6887
C 0.0929 -1.2155 0.1299
C -0.6567 -0.1136 -0.6882
O -1.9502 0.2739 -0.3135
H -0.9844 1.8614 0.3780
H 1.1827 1.1255 -1.0534
H 2.1436 -0.4853 0.4667
H 1.0539 0.1034 1.7391
H 0.4388 -1.5877 -0.8111
H -0.1507 -2.1660 0.6206
H -0.6676 -0.2616 -1.7833
H -2.0791 -0.1894 0.5181
*
```